[1]
Here is C30H40As2Cl2LiN3O13 as an isolated structure from OMol25. Energies are from ωB97M-V/def2-TZVPD.

Last column: Mulliken charge in e.
CARTESIAN COORDINATES (ANGSTROEM)
Li -0.2115 -1.4129 0.4803  0.97
O -2.8043 0.7645 -1.2736  -0.67
Cl -1.6589 -0.0290 -0.9993  1.75
O -0.9366 -0.3616 -2.1931  -0.58
O -2.0192 -1.2630 -0.2969  -0.77
O -0.7503 0.6821 -0.0795  -0.62
C 3.4217 0.8059 -3.9588  -0.40
O 3.9297 1.9096 -3.1926  -0.37
C 4.4895 1.6799 -1.9975  -0.36
O 5.0843 2.5479 -1.4222  -0.59
C 4.1403 0.3975 -1.2888  0.16
C 5.0089 -0.6087 -1.1704  1.18
As 4.9391 -2.2872 -0.0448  0.15
C 5.8964 -1.5100 1.4752  -1.07
C 3.0403 -1.8260 0.2628  -0.16
C 2.7237 -0.6414 0.8236  1.28
As 2.2262 0.4931 -0.6772  0.95
C 2.1665 2.3238 -0.0214  -1.63
C 3.2508 -0.2699 2.1647  -0.21
O 3.5053 -1.0897 3.0113  -0.58
O 3.2982 1.0491 2.3635  -0.22
C 3.6101 1.4489 3.7094  -0.51
C 2.1077 -2.3687 -0.7673  0.35
O 0.9161 -2.5037 -0.5415  -0.92
O 2.6678 -2.7853 -1.8894  -0.32
C 1.7504 -3.3172 -2.8706  -0.73
C 6.2776 -0.5198 -1.9559  0.04
O 6.4439 0.1359 -2.9529  -0.58
O 7.2386 -1.2895 -1.4197  -0.35
C 8.4914 -1.2800 -2.1205  -0.77
H 3.2542 1.2010 -4.9556  0.36
H 2.4770 0.4477 -3.5504  0.16
H 4.1553 0.0049 -4.0033  0.19
H 6.9467 -1.6418 1.2200  0.38
H 5.6604 -2.0592 2.3831  0.37
H 5.6958 -0.4500 1.6123  0.24
H 3.0861 2.6272 0.4665  0.56
H 1.3236 2.3737 0.6653  0.40
H 1.9599 2.9547 -0.8855  0.72
H 3.5627 2.5338 3.7080  -0.04
H 4.6066 1.1071 3.9824  0.26
H 2.8826 1.0211 4.3988  0.30
H 2.3627 -3.5632 -3.7311  0.25
H 1.0032 -2.5651 -3.1163  0.31
H 1.2577 -4.2029 -2.4775  0.31
H 9.1491 -1.9308 -1.5540  0.24
H 8.8889 -0.2688 -2.1629  0.33
H 8.3568 -1.6557 -3.1325  0.30
C -2.5710 -0.6054 5.7002  -1.90
C -2.7516 0.8463 6.1564  1.84
C -2.2482 0.9665 7.5998  -1.80
C -4.2605 1.1381 6.1390  -1.92
C -2.0029 1.8483 5.2197  2.15
O -2.5961 1.8394 3.9219  -0.66
C -2.0111 3.2765 5.8233  -1.09
C -1.8091 4.4383 4.8389  -1.56
C -0.3892 4.6792 4.3866  -0.01
C 0.6161 4.9524 5.3122  0.11
C 1.9265 5.1607 4.9128  -0.94
C 2.2352 5.1081 3.5625  0.26
Cl 3.8781 5.3553 3.0477  -0.20
C 1.2556 4.8592 2.6182  -0.80
C -0.0499 4.6406 3.0382  0.03
C -0.5274 1.4900 4.9740  -2.11
N -0.2672 0.3278 4.1376  1.67
C -0.6091 0.0954 2.8700  -0.33
N -0.1090 -1.0695 2.4793  -0.29
C 0.5649 -1.5014 3.5796  -0.84
N 0.5008 -0.6877 4.6042  -1.02
H -3.2612 -1.2406 6.2598  0.57
H -1.5627 -0.9735 5.8876  0.32
H -2.7944 -0.7243 4.6382  0.25
H -2.7039 0.1799 8.2042  0.48
H -2.5095 1.9224 8.0559  0.35
H -1.1657 0.8367 7.6692  0.31
H -4.7496 0.5264 6.8986  0.48
H -4.7147 0.8639 5.1835  0.52
H -4.5077 2.1783 6.3594  0.31
H -3.5390 2.0163 4.0020  0.54
H -1.2497 3.3231 6.6074  0.56
H -2.9612 3.4376 6.3332  0.62
H -2.1722 5.3473 5.3262  0.43
H -2.4380 4.2881 3.9622  0.35
H 0.3761 4.9991 6.3691  0.40
H 2.7038 5.3669 5.6362  0.46
H 1.5143 4.8324 1.5691  0.53
H -0.8154 4.4238 2.3009  0.39
H -0.0245 1.2903 5.9170  0.15
H -0.0368 2.3420 4.5128  0.28
H -1.2096 0.7629 2.2764  0.49
H 1.1210 -2.4237 3.6131  0.55

Summary:
Total energy in Eh: -7708.8054
Relative energy (zero: lowest compared OMol25 entry of this formula, charge and spin) in kcal/mol: 0.0
Strongest force on any atom in eV/Å: 0.5
HOMO level in eV: -8.8171
Gap between HOMO and LUMO in eV: 7.68

[2]
Here is C30H40AsN8O2RuS2 as an isolated structure from OMol25. Energies are from ωB97M-V/def2-TZVPD.

Last column: Mulliken charge in e.
CARTESIAN COORDINATES (ANGSTROEM)
Ru 0.9806 -0.6661 -0.2175  0.16
S -1.0782 -0.4664 -1.3167  -0.44
C -1.0006 -0.9153 -2.9691  0.95
C -2.2011 -0.9775 -3.7048  -0.70
C -2.1495 -1.3209 -5.0407  -0.71
C -0.9230 -1.5737 -5.6533  -0.75
C 0.2705 -1.4924 -4.9288  -0.32
C 0.2306 -1.1865 -3.5864  -0.71
As 1.8166 -0.9910 -2.5094  2.10
C 2.8012 -2.6416 -2.5997  0.84
C 2.3165 -3.7305 -3.3096  -0.47
C 3.0474 -4.9118 -3.3246  -0.80
C 4.2440 -5.0009 -2.6290  -0.75
C 4.7259 -3.9044 -1.9197  -0.88
C 4.0018 -2.7240 -1.8977  -0.37
C 2.8246 0.2131 -3.6287  0.54
C 4.1155 -0.0994 -4.0313  -0.42
C 4.7686 0.7521 -4.9152  -0.68
C 4.1374 1.8993 -5.3794  -0.62
C 2.8447 2.2093 -4.9632  -0.75
C 2.1841 1.3653 -4.0843  -0.62
H -3.1459 -0.7506 -3.2227  0.51
H -3.0652 -1.3801 -5.6150  0.45
H -0.8913 -1.8291 -6.7061  0.47
H 1.2195 -1.6664 -5.4171  0.58
H 1.3854 -3.6719 -3.8524  0.46
H 2.6791 -5.7604 -3.8870  0.47
H 4.8113 -5.9245 -2.6456  0.45
H 5.6707 -3.9731 -1.3925  0.47
H 4.3693 -1.8730 -1.3392  0.47
H 4.6005 -1.0011 -3.6846  0.46
H 5.7718 0.5099 -5.2494  0.47
H 4.6493 2.5513 -6.0779  0.45
H 2.3498 3.0985 -5.3366  0.48
H 1.1699 1.5950 -3.7758  0.47
N 0.2174 1.3337 1.2209  -0.36
C -0.9517 0.9945 2.0472  0.72
C -0.8092 1.3850 3.5300  -1.59
C -0.0546 0.4469 4.5008  -0.22
C -0.9442 -0.0057 5.6581  -1.05
N -2.0630 -0.8276 5.1975  -0.05
C -2.4609 -1.9885 5.6883  0.81
N -2.0547 -2.3930 6.8975  -0.38
N -3.2734 -2.7589 4.9640  -0.32
C -1.2381 -0.4943 1.8941  0.19
O -2.2877 -0.9564 2.3075  -0.72
O -0.2634 -1.2000 1.3546  -0.82
H 1.0390 1.5288 1.7765  0.26
H 0.0315 2.1447 0.6475  0.25
H -1.8235 1.5160 1.6633  0.38
H -1.8195 1.5517 3.9093  0.60
H -0.3383 2.3688 3.5409  0.45
H 0.7769 0.9840 4.9563  0.40
H 0.3661 -0.4255 3.9903  0.06
H -1.3341 0.8779 6.1626  0.30
H -0.3558 -0.5712 6.3765  0.55
H -2.4691 -0.5751 4.3057  0.18
H -1.6945 -1.7258 7.5598  0.22
H -2.4304 -3.2397 7.2883  0.24
H -3.4174 -2.5545 3.9868  0.19
H -3.7224 -3.5683 5.3544  0.21
C 2.9167 -3.0750 1.9831  -1.14
C 1.8522 -3.5977 1.0825  -0.07
N 1.2517 -2.9491 0.0989  1.80
C 0.3083 -3.8144 -0.4420  -0.62
C 0.3563 -4.9970 0.2091  -1.06
N 1.3346 -4.8394 1.1691  -0.03
H 2.6165 -2.1129 2.3998  -0.01
H 3.8550 -2.9325 1.4415  0.18
H 3.1012 -3.7616 2.8099  0.53
H -0.3296 -3.5268 -1.2621  0.45
H -0.1995 -5.9125 0.0799  0.46
H 1.6563 -5.5553 1.7972  0.22
C 6.1730 2.6528 -0.3828  -1.10
N 5.3147 1.6032 0.1748  -0.17
C 4.0778 1.3769 -0.2080  0.60
N 3.5497 2.1401 -1.1516  -0.22
S 3.2244 0.0870 0.5931  -0.27
H 7.1273 2.6248 0.1313  0.36
H 5.7339 3.6405 -0.2297  0.37
H 6.3478 2.4855 -1.4470  0.37
H 5.6905 1.0039 0.8902  0.27
H 4.0681 2.8912 -1.5822  0.25
H 2.6020 2.0113 -1.4268  0.07

Summary:
Total charge: +3
Total energy in Eh: -4881.9667
Relative energy (zero: lowest compared OMol25 entry of this formula, charge and spin) in kcal/mol: 21.4
2S+1: 5
Strongest force on any atom in eV/Å: 1.4
HOMO level (spin up / spin down) in eV: -15.8217 / -15.8231
Gap between HOMO and LUMO (spin up / spin down) in eV: 7.32 / 5.54

[3]
Here is C30H40BrCaF6N7O6S3 as an isolated structure from OMol25. Energies are from ωB97M-V/def2-TZVPD.

Last column: Mulliken charge in e.
CARTESIAN COORDINATES (ANGSTROEM)
Ca -0.8230 -0.3526 0.0044  1.63
C -3.0047 2.9256 0.5047  -2.62
C -1.5887 2.4651 0.7532  1.31
C -1.2021 1.8807 1.9697  1.14
C -2.1663 1.7148 3.1181  -2.21
C 0.1355 1.4944 2.1579  1.67
C 0.5701 0.9424 3.4933  -2.09
C 1.0822 1.6704 1.1393  1.00
C 2.5235 1.3267 1.4165  -2.07
C 0.6840 2.2092 -0.0955  1.42
C 1.6537 2.3089 -1.2480  -2.43
C -0.6323 2.6652 -0.2582  1.24
C -1.0153 3.4429 -1.4941  -2.57
H -3.1083 3.9955 0.7086  0.41
H -3.7262 2.3951 1.1174  0.54
H -3.2893 2.7576 -0.5329  0.46
H -1.7260 2.0975 4.0399  0.46
H -2.4146 0.6628 3.2774  0.22
H -3.0962 2.2491 2.9561  0.41
H 0.8626 1.7535 4.1676  0.51
H 1.4276 0.2803 3.3940  -0.14
H -0.2271 0.3828 3.9777  0.58
H 3.1925 1.6975 0.6460  0.48
H 2.6842 0.2486 1.4905  0.06
H 2.8400 1.7715 2.3617  0.46
H 2.1522 3.2823 -1.2758  0.44
H 1.1395 2.1717 -2.1983  0.39
H 2.4182 1.5393 -1.1950  0.15
H -0.1442 3.9022 -1.9544  0.47
H -1.7091 4.2430 -1.2404  0.51
H -1.4975 2.8111 -2.2413  0.25
F 1.1227 -3.7053 -1.6390  -0.10
C 0.0235 -4.2026 -2.1853  0.29
F 0.1662 -4.2382 -3.5057  -0.22
F -0.1582 -5.4430 -1.7329  -0.22
S -1.4649 -3.2138 -1.7282  0.73
O -1.3755 -3.0333 -0.2930  -0.29
O -2.5803 -3.9374 -2.2546  -0.64
N -1.1017 -1.8525 -2.4275  -0.44
S -2.0903 -0.7630 -2.9760  0.77
O -3.4647 -1.1393 -3.0901  -0.62
O -1.7485 0.4828 -2.3194  -0.46
C -1.4841 -0.5537 -4.7004  0.43
F -0.1987 -0.2095 -4.7071  -0.18
F -1.6318 -1.6893 -5.3724  -0.22
F -2.1904 0.4034 -5.2954  -0.19
S -3.6278 -0.3359 0.5157  -0.33
C -4.1254 -1.9751 0.4707  0.24
N -4.8145 -2.4279 -0.5739  0.05
C -5.3351 -3.7851 -0.7126  -0.49
C -5.4204 -4.4486 0.6517  -0.75
C -4.1198 -4.2241 1.4047  -0.46
N -3.8792 -2.7923 1.4915  0.02
H -4.8492 -1.8049 -1.3681  0.23
H -4.6837 -4.3501 -1.3791  0.20
H -6.3223 -3.7228 -1.1712  0.46
H -5.6083 -5.5144 0.5262  0.38
H -6.2451 -4.0249 1.2284  0.30
H -3.2859 -4.7112 0.8890  0.15
H -4.1741 -4.6206 2.4174  0.46
H -3.2591 -2.4329 2.2057  0.23
C 1.9686 -2.6201 5.8245  -1.40
C 2.6074 -3.3239 4.6320  0.82
C 3.4471 -2.3565 3.8006  -1.10
C 1.5624 -4.0577 3.7893  -1.32
N 0.5582 -3.1606 3.2272  1.18
C 0.6670 -2.3303 2.1917  -1.77
N -0.4671 -1.6684 2.0892  0.59
N -1.2626 -2.1232 3.0800  -0.55
N -0.6588 -3.0187 3.7658  -0.99
H 2.7349 -2.1601 6.4490  0.45
H 1.3929 -3.3105 6.4430  0.39
H 1.2938 -1.8270 5.4932  0.12
H 3.2667 -4.1149 5.0038  0.33
H 2.8642 -1.4804 3.5063  0.00
H 3.8324 -2.8131 2.8876  0.33
H 4.2925 -1.9952 4.3868  0.52
H 1.0136 -4.7836 4.3869  0.43
H 2.0346 -4.5736 2.9533  0.40
H 1.5389 -2.2390 1.5388  1.24
Br 5.5905 -0.5398 -0.2682  -0.17
C 4.5579 -0.7301 -1.8505  0.11
C 5.2075 -0.4688 -3.0500  -0.59
C 4.5096 -0.5422 -4.2438  -0.57
C 3.1566 -0.8534 -4.2384  -0.96
C 2.5165 -1.0900 -3.0358  0.20
C 3.2058 -1.0496 -1.8239  -0.36
C 2.4230 -1.3553 -0.5671  0.27
O 2.9355 -2.0370 0.3252  -0.73
O 1.2378 -0.8893 -0.5512  0.20
H 6.2561 -0.2059 -3.0392  0.43
H 5.0244 -0.3463 -5.1755  0.38
H 2.6012 -0.9039 -5.1659  0.44
H 1.4577 -1.3105 -3.0059  0.27

Summary:
Total energy in Eh: -7047.5356
Relative energy (zero: lowest compared OMol25 entry of this formula, charge and spin) in kcal/mol: 0.0
Strongest force on any atom in eV/Å: 0.2
HOMO level in eV: -8.6546
Gap between HOMO and LUMO in eV: 9.20